{"formula": "C44H44BI2N13O4Sr", "method": "ωB97M-V/def2-TZVPD", "elements": ["Sr", "C", "C", "C", "C", "N", "N", "B", "N", "C", "C", "C", "C", "N", "N", "C", "C", "C", "C", "N", "N", "C", "C", "C", "C", "N", "H", "H", "H", "H", "H", "H", "H", "H", "H", "H", "H", "H", "H", "H", "H", "H", "H", "H", "H", "H", "I", "C", "C", "C", "I", "C", "C", "C", "C", "N", "C", "C", "O", "H", "H", "H", "H", "C", "N", "C", "C", "N", "C", "H", "H", "H", "H", "H", "H", "O", "N", "C", "C", "C", "C", "C", "C", "N", "C", "C", "C", "C", "C", "C", "C", "O", "O", "C", "C", "H", "H", "H", "H", "H", "H", "H", "H", "H", "H", "H", "H", "H", "H"], "coordinates": [[-0.306, 0.265, 2.122], [2.873, 0.985, 4.292], [2.429, 2.064, 3.371], [2.929, 3.357, 3.264], [2.154, 3.945, 2.292], [1.257, 3.051, 1.858], [1.427, 1.878, 2.517], [0.164, 3.322, 0.777], [-1.280, 3.178, 1.375], [-2.368, 3.802, 0.907], [-3.460, 3.407, 1.644], [-2.940, 2.501, 2.568], [-3.649, 1.797, 3.670], [-1.632, 2.348, 2.389], [0.244, 2.332, -0.416], [0.438, 2.581, -1.717], [0.089, 1.459, -2.436], [-0.346, 0.548, -1.473], [-0.894, -0.815, -1.702], [-0.245, 1.069, -0.261], [0.336, 4.763, 0.348], [-0.085, 5.863, 1.011], [0.570, 6.954, 0.496], [1.416, 6.423, -0.494], [2.376, 7.144, -1.375], [1.274, 5.112, -0.560], [3.839, 1.233, 4.723], [2.969, 0.033, 3.769], [2.169, 0.851, 5.114], [3.736, 3.795, 3.809], [2.194, 4.933, 1.883], [-2.292, 4.493, 0.090], [-4.473, 3.744, 1.545], [-4.050, 2.516, 4.385], [-2.962, 1.142, 4.204], [-4.486, 1.208, 3.298], [0.822, 3.532, -2.027], [0.130, 1.320, -3.499], [-0.621, -1.152, -2.693], [-1.983, -0.813, -1.631], [-0.518, -1.533, -0.980], [-0.803, 5.794, 1.799], [0.455, 7.978, 0.777], [2.091, 8.189, -1.484], [2.407, 6.685, -2.360], [3.383, 7.112, -0.959], [3.120, -2.948, 4.527], [1.324, -2.494, 5.420], [1.096, -2.830, 6.744], [-0.158, -2.693, 7.317], [-0.368, -3.183, 9.309], [-1.275, -2.253, 6.533], [-2.605, -2.256, 6.981], [-3.603, -1.891, 6.113], [-3.259, -1.483, 4.822], [-2.020, -1.424, 4.384], [-1.047, -1.830, 5.209], [0.304, -1.880, 4.624], [0.519, -1.433, 3.488], [1.906, -3.229, 7.335], [-2.835, -2.563, 7.989], [-4.636, -1.911, 6.416], [-4.023, -1.186, 4.122], [-5.132, -2.442, -0.040], [-3.804, -2.312, 0.504], [-2.881, -3.311, 0.646], [-1.757, -2.722, 1.132], [-1.970, -1.377, 1.288], [-3.208, -1.175, 0.897], [-5.489, -3.455, 0.137], [-5.129, -2.242, -1.112], [-5.799, -1.740, 0.459], [-3.102, -4.325, 0.386], [-0.812, -3.177, 1.357], [-3.702, -0.224, 0.863], [2.804, -1.089, 1.318], [1.870, -1.322, 0.752], [-0.295, -0.930, -8.018], [0.808, -0.634, -7.052], [1.726, 0.364, -7.345], [2.751, 0.669, -6.466], [2.883, -0.052, -5.299], [1.976, -1.065, -4.990], [2.155, -1.706, -3.750], [2.246, -3.046, -3.519], [2.380, -3.972, -4.569], [2.443, -5.321, -4.314], [2.381, -5.816, -3.010], [2.277, -4.919, -1.970], [2.217, -3.541, -2.202], [2.165, -2.627, -1.053], [1.929, -3.061, 0.119], [2.397, -1.401, -1.181], [0.905, -1.350, -5.851], [-0.160, -2.357, -5.521], [-0.190, -0.327, -8.916], [-1.272, -0.719, -7.587], [-0.295, -1.979, -8.312], [1.629, 0.913, -8.269], [3.455, 1.448, -6.701], [3.693, 0.147, -4.616], [2.340, -1.104, -2.944], [2.447, -3.604, -5.579], [2.556, -6.004, -5.141], [2.436, -6.874, -2.821], [2.254, -5.261, -0.946], [-0.120, -2.675, -4.483], [-0.072, -3.253, -6.136], [-1.148, -1.936, -5.710]], "orbital_gap_ha": [0.223, 0.139], "homo_ev": [-9.26, -9.26], "de_lowest_kcal_mol": 27.56, "charge": 1, "e_lumo_ev": [-3.20, -5.49], "multiplicity": 2, "energy_ha": -3366.81232, "fmax_ev_per_a": 1.1}